(1)
The following is a DFT calculation (ωB97M-V with the def2-TZVPD basis set) of a cluster of 15 separate species, H31O15 in total at a distorted geometry.

Computed properties:
Total charge: +1
ΔE to the lowest compared entry with this formula, charge and spin (kJ/mol): 282.79
LUMO (eV): -3.018
Kohn-Sham gap (Ha): 0.3812

Atoms and positions in Å:
1 O -3.3776 1.1115 -1.1269
2 H 0.4510 -0.8023 -0.3434
3 H 2.9188 1.6138 0.4754
4 O 3.5490 1.1487 1.0148
5 H -0.8905 1.5188 -3.3387
6 H -0.0921 -3.8029 1.1200
7 O -2.9270 -2.0127 -0.9764
8 H 2.4321 -0.5438 -3.5382
9 H 2.7459 2.7977 2.6795
10 O -0.2968 -3.3663 0.2877
11 H 1.2980 0.1731 2.9400
12 H -2.8795 2.2412 1.6903
13 O -0.4043 -1.1419 -0.7953
14 H 0.2460 -3.7594 -0.4139
15 H -2.0886 0.4996 -3.5942
16 O -1.5467 -1.5190 2.0910
17 H -0.4131 -2.1233 -0.4236
18 H -3.0919 -1.3499 -1.6496
19 O 1.7284 -0.1678 -2.9877
20 H -1.6313 -1.7541 1.1649
21 H 0.0986 0.1948 1.4659
22 O 1.9729 -1.2386 0.1203
23 H 2.1651 0.6981 -2.9619
24 H 0.1314 1.6821 2.3176
25 O 1.7079 -0.0986 3.7891
26 H -0.3427 -0.8289 -1.7262
27 H 0.4409 1.7276 -1.4549
28 O -2.8449 3.2082 1.6671
29 H 2.7128 -0.6963 -0.2050
30 O -1.3064 0.7003 -3.0742
31 H 4.3900 1.5945 1.1206
32 H -1.8926 3.3382 1.5732
33 O -0.2379 0.8223 2.0940
34 H 0.8662 0.0045 4.2576
35 H -2.3959 -1.6402 2.5250
36 O 1.3206 1.7913 -1.0436
37 H -3.6143 0.5462 -0.3883
38 H 0.9327 1.9699 -0.1716
39 O 1.8162 3.0243 2.7902
40 H -3.4923 2.0414 -0.9236
41 H 1.1225 -2.2280 -2.7620
42 O 0.7821 -3.0736 -3.0910
43 H -0.1359 -2.8333 -3.2833
44 H -3.7316 -2.4780 -0.7381
45 H 2.0172 -0.9753 1.0518
46 H 1.7873 3.9862 2.7760

(2)
The following is a DFT calculation (ωB97M-V with the def2-TZVPD basis set) of a structure of composition C20H47BClFGaO9S.

Computed properties:
Total charge: -1
LUMO (eV): 2.437
Kohn-Sham gap (Ha): 0.2487

Atoms and positions in Å:
1 C 0.0208 -1.0931 2.7110
2 B -1.2960 -1.1051 1.8328
3 O -2.0402 -2.2897 2.0070
4 Ga -2.1027 0.3601 0.5252
5 C -4.0518 0.6572 1.1265
6 C -2.2521 -0.2772 -1.4362
7 C -1.0897 -1.0326 -2.0776
8 C 0.2872 -0.3300 -2.0467
9 C 1.2398 -1.1148 -1.1568
10 S 2.9120 -0.6015 -1.3816
11 O 3.0839 0.7655 -1.0591
12 O 3.4130 -1.1023 -2.6123
13 Cl 3.8380 -1.6794 0.1066
14 C -1.2239 2.2248 0.6161
15 C 0.2689 2.3029 0.8858
16 F -1.8597 2.9840 1.6662
17 H 0.7925 -0.4022 2.3708
18 H -0.2235 -0.8208 3.7400
19 H 0.4540 -2.0995 2.7448
20 H -2.9519 -2.0009 2.1287
21 H -4.6450 -0.2535 1.0313
22 H -4.4859 1.4354 0.4992
23 H -4.0573 1.0046 2.1586
24 H -3.1204 -0.9417 -1.4390
25 H -2.5291 0.5803 -2.0547
26 H -1.0013 -2.0260 -1.6361
27 H -1.3071 -1.2175 -3.1363
28 H 0.6989 -0.2969 -3.0559
29 H 0.1871 0.6980 -1.7074
30 H 1.2026 -2.1812 -1.3629
31 H 0.9996 -0.9709 -0.1028
32 H -1.4546 2.7792 -0.2967
33 H 0.7830 1.3655 0.7054
34 H 0.7454 3.0434 0.2377
35 H 0.4501 2.6319 1.9072
36 C -1.6244 -4.6397 0.0964
37 O -1.1509 -5.8488 -0.4805
38 C -1.4802 -7.0093 0.2464
39 C -1.8497 -8.1590 -0.6636
40 O -3.0906 -8.0176 -1.3342
41 C -3.1963 -7.0763 -2.3875
42 C -2.5065 -7.4738 -3.6720
43 O -1.0959 -7.4130 -3.5663
44 C -0.4158 -8.4720 -4.1930
45 H -0.9890 -4.3088 0.9183
46 H -1.6147 -3.8815 -0.6840
47 H -2.6507 -4.7451 0.4592
48 H -2.3124 -6.8163 0.9330
49 H -0.6119 -7.3224 0.8459
50 H -1.9818 -9.0376 -0.0261
51 H -1.0377 -8.3788 -1.3609
52 H -2.8871 -6.0787 -2.0715
53 H -4.2657 -7.0344 -2.6110
54 H -2.8310 -6.7759 -4.4560
55 H -2.8284 -8.4824 -3.9569
56 H -0.8800 -9.4384 -3.9646
57 H 0.6033 -8.4783 -3.8085
58 H -0.3801 -8.3419 -5.2814
59 C 3.3767 4.1737 1.1645
60 O 2.5139 5.2926 1.2155
61 C 1.8094 5.4361 2.4330
62 C 1.7043 6.8824 2.8543
63 O 2.9195 7.4781 3.2884
64 C 3.9156 7.7782 2.3314
65 C 3.6107 8.9584 1.4368
66 O 2.5971 8.6685 0.4939
67 C 1.6680 9.7047 0.2912
68 H 2.8259 3.2529 0.9676
69 H 4.0782 4.3375 0.3467
70 H 3.9485 4.0673 2.0941
71 H 2.2954 4.8646 3.2323
72 H 0.7905 5.0469 2.3090
73 H 1.0588 6.9067 3.7354
74 H 1.2207 7.4789 2.0778
75 H 4.1868 6.9019 1.7389
76 H 4.7901 8.0592 2.9256
77 H 4.5316 9.2164 0.8946
78 H 3.3283 9.8165 2.0582
79 H 1.3377 10.1385 1.2417
80 H 0.8033 9.2733 -0.2107
81 H 2.0820 10.5008 -0.3400

(3)
The following is a DFT calculation (ωB97M-V with the def2-TZVPD basis set) of an isolated molecule of C5H7NO.

Computed properties:
Total charge: 0
ΔE to the lowest compared entry with this formula, charge and spin (kJ/mol): 319.64
LUMO (eV): 0.651
Kohn-Sham gap (Ha): 0.3566

Atoms and positions in Å:
1 O -3.1332 0.0326 -0.2010
2 C -2.2577 -0.7391 0.5048
3 C -0.9570 -0.7500 0.3284
4 C 0.2372 -0.9839 -0.1611
5 C 1.5114 -0.2510 0.0580
6 C 1.6185 1.1271 -0.4940
7 N 1.6474 0.8924 0.9436
8 H -2.6180 0.5502 -0.8355
9 H -2.7742 -1.3459 1.2407
10 H 0.3171 -1.7937 -0.8889
11 H 2.3964 -0.8835 0.0166
12 H 0.7124 1.5462 -0.9300
13 H 2.5462 1.4674 -0.9470
14 H 0.7533 1.1311 1.3652

(4)
The following is a DFT calculation (ωB97M-V with the def2-TZVPD basis set) of a cluster of 2 separate species, C4H12 in total at a distorted geometry.

Computed properties:
Total charge: 0
ΔE to the lowest compared entry with this formula, charge and spin (kJ/mol): 11.11
LUMO (eV): 1.151
Kohn-Sham gap (Ha): 0.4672

Atoms and positions in Å:
1 C -0.7814 -1.6232 -0.7798
2 C -1.9791 -2.0856 -1.5807
3 H 0.1611 -1.9286 -1.2385
4 H -0.7717 -0.5503 -0.6437
5 H -0.7592 -2.1709 0.1579
6 H -2.9134 -1.9195 -1.0291
7 H -1.9812 -3.1508 -1.8166
8 H -2.1515 -1.5069 -2.4913
9 C 1.0742 1.3579 0.6647
10 C 1.6703 2.3501 1.6983
11 H 1.0042 1.8583 -0.3004
12 H 1.7178 0.4811 0.5993
13 H 0.0801 1.0558 0.9848
14 H 1.6058 1.9429 2.7026
15 H 1.0849 3.2681 1.6939
16 H 2.6915 2.6008 1.4405

(5)
The following is a DFT calculation (ωB97M-V with the def2-TZVPD basis set) of an isolated molecule of C4H6N2 at a distorted geometry.

Computed properties:
Total charge: 0
ΔE to the lowest compared entry with this formula, charge and spin (kJ/mol): 374.89
LUMO (eV): 0.730
Kohn-Sham gap (Ha): 0.3284

Atoms and positions in Å:
1 C 1.2568 0.6781 0.8611
2 N 0.1757 0.0982 0.0757
3 C -0.5706 0.7614 -0.8931
4 C -1.6429 -0.0117 -1.3050
5 N -1.4369 -1.2054 -0.4528
6 C -0.3463 -1.1300 0.2426
7 H 1.9003 1.2694 0.2017
8 H 0.8528 1.3286 1.6452
9 H 1.8524 -0.1165 1.3195
10 H -0.2750 1.7631 -1.1863
11 H -1.8166 -1.5679 -1.4348
12 H 0.0504 -1.8676 0.9262

(6)
The following is a DFT calculation (ωB97M-V with the def2-TZVPD basis set) of a cluster of 2 separate species, CH7NO2 in total.

Computed properties:
Total charge: 0
ΔE to the lowest compared entry with this formula, charge and spin (kJ/mol): 217.37
LUMO (eV): 0.440
Kohn-Sham gap (Ha): 0.3907

Atoms and positions in Å:
1 C 1.0604 -1.2006 -0.5019
2 O 2.1902 -0.4156 -0.8482
3 H 1.1883 -2.1794 -0.9685
4 H 0.0949 -0.7817 -0.8019
5 H 1.0362 -1.3779 0.5839
6 H 2.0413 0.4740 -0.5243
7 N -1.9827 0.6886 0.4526
8 O -1.4686 1.9664 0.1484
9 H -1.2274 0.0077 0.3500
10 H -2.2737 0.7201 1.4256
11 H -0.6589 2.0985 0.6841

Which formula does entry 6 have?
CH7NO2